(1)
Formula: C26H38FNO3PRe
Source: OMol25
Level of theory: wB97M-V/def2-TZVPD

Each line ends with the natural charge from an NBO analysis.
Cartesian coordinates (Å):
Re -1.591 -0.755 2.056  1.893
P -1.670 -0.556 -1.351  1.885
F -3.322 -0.444 2.660  -0.546
O 0.390 0.966 2.219  -0.746
O -0.032 -1.451 2.865  -0.770
O 1.717 -1.525 4.252  -0.480
N -1.632 -0.640 0.270  -1.203
C 2.636 -1.151 1.018  -0.212
C -3.708 -0.853 -3.290  -0.623
C 2.528 0.106 1.606  -0.072
C 1.496 2.415 4.293  -0.162
C -0.825 1.046 -1.862  -0.359
C 2.183 1.293 3.851  -0.090
C 0.685 0.895 -1.586  -0.617
C 4.004 0.996 -0.086  -0.215
C 2.050 3.240 5.269  -0.219
C 1.130 -0.938 3.415  0.792
C 4.107 -0.263 -0.667  -0.203
C 3.977 1.815 5.369  -0.195
C 0.504 -2.339 -1.156  -0.621
C -1.331 2.203 -0.987  -0.619
C -1.052 1.400 -3.337  -0.622
C 3.426 -1.336 -0.111  -0.199
C -3.491 -0.558 -1.796  -0.346
C -1.673 -3.298 -1.796  -0.615
C -0.403 -1.948 -3.475  -0.623
C 3.431 0.997 4.395  -0.186
C -4.273 -1.573 -0.938  -0.615
C 3.290 2.942 5.806  -0.193
C -4.042 0.845 -1.478  -0.615
C -0.762 -2.074 -1.988  -0.352
C 3.228 1.176 1.050  -0.169
C 1.586 0.382 2.778  0.106
H -0.453 2.286 -3.572  0.234
H -2.285 2.604 -1.322  0.228
H 3.971 0.119 4.061  0.228
H 1.151 1.877 -1.717  0.230
H 0.517 2.644 3.890  0.212
H -1.430 1.924 0.058  0.216
H 0.660 1.638 1.580  0.506
H 1.504 4.112 5.609  0.223
H 3.721 3.582 6.566  0.226
H -3.179 -0.158 -3.940  0.220
H 3.516 -2.324 -0.549  0.226
H -2.016 -3.401 -0.764  0.224
H -0.599 3.015 -1.058  0.226
H 3.174 2.156 1.515  0.224
H -1.081 -4.185 -2.036  0.232
H -3.837 1.151 -0.450  0.225
H -2.533 -3.296 -2.462  0.214
H 0.868 -3.334 -1.424  0.229
H -4.192 -2.590 -1.306  0.223
H -1.266 -1.708 -4.096  0.222
H 1.176 0.218 -2.281  0.218
H 0.377 -1.214 -3.663  0.217
H -2.092 1.653 -3.544  0.216
H 2.110 -2.005 1.435  0.224
H -0.742 0.609 -4.019  0.224
H -3.667 1.602 -2.164  0.210
H 1.309 -1.634 -1.347  0.231
H -3.981 -1.551 0.109  0.225
H -5.329 -1.295 -0.982  0.231
H 0.297 -2.347 -0.089  0.220
H -4.777 -0.750 -3.505  0.237
H -3.423 -1.868 -3.564  0.217
H 4.735 -0.409 -1.540  0.229
H 4.545 1.834 -0.506  0.229
H -0.022 -2.917 -3.813  0.235
H 4.946 1.575 5.789  0.226
H 0.894 0.560 -0.568  0.222
H -5.127 0.809 -1.599  0.235

total charge = +1
DFT total energy = -1813.299280 a.u.
spin multiplicity = 4
frontier orbital gap (alpha / beta) = 8.1 / 7.2 eV



(2)
Formula: C6H12O
Source: OMol25
Level of theory: wB97M-V/def2-TZVPD

Each line ends with the natural charge from an NBO analysis.
Cartesian coordinates (Å):
O 1.060 6.389 2.718  -0.930
C 0.527 -0.648 -0.991  -0.155
C 1.135 -1.033 -2.329  -0.664
C -0.804 -0.895 1.077  -0.206
C -0.402 -1.326 -0.254  -0.058
C -1.280 0.253 1.557  -0.389
C -0.706 -2.777 -0.598  -0.633
H -1.058 -1.770 1.722  0.191
H 1.070 0.167 -0.455  0.203
H -1.874 0.292 2.558  0.202
H -0.804 -3.261 0.368  0.215
H -1.602 1.072 0.920  0.196
H 1.031 -2.060 -2.795  0.217
H 0.064 -3.248 -1.209  0.216
H 2.216 -0.844 -2.195  0.218
H 1.308 5.678 2.119  0.465
H 1.017 7.139 2.109  0.465
H -1.627 -2.760 -1.227  0.220
H 0.729 -0.366 -3.093  0.226

DFT total energy = -310.969103 a.u.
SMILES = C=C/C(C)=C/C.O
spin multiplicity = 1
frontier orbital gap = 9.3 eV



(3)
Formula: C3H3N4
Source: OMol25
Level of theory: wB97M-V/def2-TZVPD

Each line ends with the natural charge from an NBO analysis.
Cartesian coordinates (Å):
N -1.535 -1.096 0.054  -0.369
N -1.198 1.130 -0.146  -0.367
N -2.497 0.876 -0.113  -0.177
N -2.689 -0.423 0.097  -0.186
C -0.638 -0.083 -0.023  0.148
C 1.868 0.312 0.191  -0.448
C 0.840 -0.396 -0.222  -0.169
H 2.873 -0.197 0.271  0.161
H 2.092 1.231 0.701  0.200
H 0.883 -1.355 -0.810  0.207

total charge = -1
DFT total energy = -335.122426 a.u.
spin multiplicity = 1
frontier orbital gap = 8.4 eV



Q: Which of these has the highest spin multiplicity?
A: C26H38FNO3PRe